# 1
{"formula": "C9H18Cl2N2", "method": "the ωB97M-V functional and the def2-TZVPD basis", "homo_energy_ev": -8.209, "e_tot_ha": -1383.48434, "smiles": "ClCCCN1CCN(CCCl)CC1", "total_charge": 0, "largest_force_ev_per_a": 4.80, "gap_ev": 9.043, "species": ["Cl", "C", "C", "C", "N", "C", "C", "N", "C", "C", "Cl", "C", "C", "H", "H", "H", "H", "H", "H", "H", "H", "H", "H", "H", "H", "H", "H", "H", "H", "H", "H"], "xyz": [[4.387, 0.625, -0.140], [2.672, -0.113, -0.454], [2.154, -1.250, 0.441], [0.981, -2.057, -0.111], [-0.281, -1.218, -0.185], [-0.644, -1.079, 1.193], [-2.163, -0.413, 1.300], [-2.874, -0.075, 0.093], [-2.815, 1.331, -0.506], [-1.373, 1.758, -0.873], [-0.516, 2.481, 0.440], [-2.663, -1.234, -0.912], [-1.411, -2.036, -0.578], [1.970, 0.831, -0.626], [2.766, -0.511, -1.380], [2.169, -1.117, 1.555], [2.919, -2.093, 0.316], [1.072, -2.641, -1.049], [0.775, -2.889, 0.512], [-0.621, -1.980, 1.830], [0.036, -0.360, 1.742], [-2.959, -1.115, 1.858], [-2.055, 0.507, 1.874], [-3.393, 1.251, -1.440], [-3.593, 1.859, 0.164], [-0.900, 0.757, -1.197], [-1.435, 2.616, -1.686], [-3.509, -1.992, -0.547], [-2.572, -0.955, -1.946], [-1.121, -2.529, -1.569], [-1.696, -2.843, 0.131]], "forces_ev_per_a": [[-1.6, -0.9, 0.2], [-1.4, 3.3, 1.9], [2.5, -2.1, 0.0], [-1.7, 1.4, -1.2], [0.5, -2.1, 1.3], [-1.4, 3.8, 2.6], [-0.7, -1.0, 1.3], [0.9, -0.3, -3.0], [-1.3, -2.0, 1.1], [-1.8, 0.5, -2.3], [0.9, 0.3, 1.1], [-1.5, -0.5, 3.8], [0.4, -1.5, -3.3], [1.4, -2.0, 1.0], [0.5, -1.2, -2.9], [-0.5, 0.4, -1.2], [-0.2, 1.2, 0.4], [0.7, 1.2, -0.2], [-0.1, -0.8, 1.4], [-0.1, -0.3, -0.6], [-0.7, -0.6, -0.7], [2.2, 1.1, -0.7], [-0.2, -0.2, 0.2], [0.4, -0.1, 0.1], [2.1, 0.3, -0.8], [-0.2, 2.0, 0.3], [0.3, -2.1, 1.3], [1.2, 1.6, -1.9], [-0.9, 0.4, -0.3], [-0.4, 0.2, 1.2], [0.7, 0.3, -0.1]], "nbo_charge": [-0.12, -0.30, -0.46, -0.22, -0.46, -0.26, -0.24, -0.47, -0.25, -0.46, -0.04, -0.24, -0.26, 0.23, 0.19, 0.24, 0.22, 0.21, 0.19, 0.17, 0.20, 0.18, 0.22, 0.21, 0.23, 0.26, 0.22, 0.20, 0.21, 0.20, 0.18]}

# 2
{"formula": "C9H18Cl3CrO9", "method": "the ωB97M-V functional and the def2-TZVPD basis", "homo_energy_ev": [-8.579, -8.868], "e_tot_ha": -3455.92606, "total_charge": 0, "largest_force_ev_per_a": 3.63, "gap_ev": [8.749, 4.085], "spin_multiplicity": 6, "species": ["Cr", "Cl", "Cl", "Cl", "C", "O", "C", "O", "O", "C", "H", "H", "H", "H", "H", "H", "C", "O", "C", "O", "O", "C", "H", "H", "H", "H", "H", "H", "C", "O", "C", "O", "O", "C", "H", "H", "H", "H", "H", "H"], "xyz": [[-0.076, 1.932, 1.120], [-1.431, 1.545, 3.220], [1.876, 3.251, 2.190], [-1.346, 3.821, -0.057], [-1.167, 1.749, -3.293], [0.115, 1.201, -3.338], [0.987, 1.077, -2.309], [0.927, 1.765, -1.268], [1.972, 0.188, -2.666], [3.019, -0.053, -1.740], [-1.700, 1.636, -2.349], [-1.724, 1.356, -4.144], [-1.021, 2.819, -3.441], [2.561, -0.433, -0.827], [3.638, 0.807, -1.485], [3.686, -0.888, -1.953], [2.170, -0.091, 3.674], [1.742, -1.280, 2.946], [1.307, -1.084, 1.731], [1.035, -0.024, 1.247], [1.127, -2.230, 1.082], [1.402, -3.520, 1.590], [2.896, 0.522, 3.140], [2.724, -0.183, 4.608], [1.321, 0.527, 3.964], [0.677, -3.696, 2.385], [2.367, -3.672, 2.076], [1.295, -4.324, 0.861], [-4.027, 1.476, 0.025], [-3.697, 0.288, -0.543], [-2.481, -0.175, -0.473], [-1.494, 0.297, 0.139], [-2.376, -1.206, -1.305], [-1.239, -2.071, -1.363], [-3.701, 1.497, 1.065], [-5.101, 1.659, 0.076], [-3.498, 2.275, -0.495], [-1.013, -2.351, -2.392], [-1.368, -2.915, -0.686], [-0.385, -1.491, -1.010]], "forces_ev_per_a": [[-0.8, 0.3, -1.4], [0.7, 0.2, -0.2], [-0.6, -0.4, 0.1], [0.7, -1.1, 0.8], [-0.5, 1.7, 0.3], [2.7, -2.4, 0.5], [-0.5, 1.9, 1.2], [0.4, -2.4, -2.2], [-1.1, 1.0, -0.4], [-0.1, -0.4, 2.0], [0.2, -0.3, 0.0], [0.1, -0.2, 0.2], [-0.4, 0.2, 0.1], [-0.1, 0.5, 0.3], [-0.3, 0.2, -0.3], [-0.3, 0.2, -1.3], [0.0, 1.5, 0.3], [1.4, 0.3, 1.7], [-0.3, -1.3, 0.8], [-0.2, 1.2, -0.8], [0.1, 0.6, -1.6], [-0.3, -0.8, 1.9], [-0.5, -0.2, -0.9], [-0.3, -1.8, 0.0], [-0.2, -0.1, -0.5], [-0.1, -0.2, 0.0], [0.3, 0.6, -0.3], [-0.2, 0.7, -0.5], [0.2, 2.8, 2.0], [-0.1, -2.8, -1.2], [3.0, 0.7, 0.2], [-2.3, -0.8, -0.9], [-1.1, -0.5, -0.4], [1.0, 1.2, 0.8], [0.2, 0.1, 0.1], [0.0, -0.5, -0.6], [-0.2, 0.2, 0.1], [-0.6, -0.1, 0.1], [-0.2, -0.1, -0.3], [0.2, -0.1, 0.1]], "nbo_charge": [1.19, -0.41, -0.24, -0.69, -0.25, -0.50, 1.02, -0.67, -0.49, -0.26, 0.20, 0.20, 0.20, 0.19, 0.20, 0.20, -0.29, -0.49, 1.05, -0.67, -0.50, -0.26, 0.21, 0.22, 0.22, 0.19, 0.20, 0.21, -0.27, -0.46, 1.03, -0.72, -0.50, -0.26, 0.20, 0.20, 0.22, 0.21, 0.19, 0.20]}

# 3
{"formula": "C9H18FN2", "method": "the ωB97M-V functional and the def2-TZVPD basis", "homo_energy_ev": -13.225, "e_tot_ha": -562.76464, "de_lowest_kcal_mol": 9.33, "smiles": "CC(C)N1CC[N+](C(C)C)=C1F", "total_charge": 1, "largest_force_ev_per_a": 7.22, "gap_ev": 10.172, "species": ["C", "C", "C", "N", "C", "C", "N", "C", "C", "C", "C", "F", "H", "H", "H", "H", "H", "H", "H", "H", "H", "H", "H", "H", "H", "H", "H", "H", "H", "H"], "xyz": [[2.833, 0.370, 1.220], [2.475, -0.141, -0.174], [2.705, 0.969, -1.143], [1.077, -0.599, -0.215], [0.641, -2.025, -0.118], [-0.898, -2.024, 0.021], [-1.320, -0.648, -0.420], [-2.594, 0.130, -0.118], [-2.560, 1.288, -1.053], [-2.662, 0.518, 1.415], [0.079, 0.197, -0.247], [0.113, 1.451, -0.284], [3.570, 1.283, 1.105], [1.995, 0.751, 1.809], [3.315, -0.344, 1.982], [3.184, -0.986, -0.222], [2.230, 1.883, -0.771], [2.258, 0.754, -2.166], [3.791, 1.139, -1.154], [1.172, -2.587, 0.702], [0.795, -2.562, -1.033], [-1.253, -2.528, -0.818], [-1.445, -2.413, 0.898], [-3.370, -0.556, -0.486], [-2.206, 2.246, -0.639], [-1.937, 0.888, -1.844], [-3.627, 1.564, -1.448], [-1.873, 1.256, 1.642], [-2.779, -0.391, 2.011], [-3.709, 1.117, 1.550]], "forces_ev_per_a": [[1.8, 1.6, 2.3], [1.0, -0.5, 1.8], [-0.2, 0.3, -1.6], [0.1, -0.9, 0.4], [-0.2, -0.6, 1.4], [-1.0, 1.9, -0.1], [5.0, 3.4, 1.3], [1.1, -0.9, 1.8], [-2.3, 1.5, -1.0], [-3.4, 1.1, -1.7], [-5.6, -4.5, -0.7], [0.2, 1.0, 0.1], [-1.4, -1.9, 0.3], [-0.2, 0.2, -0.4], [-0.5, 0.6, -1.6], [-0.9, 0.0, -1.1], [0.3, -0.1, -0.1], [0.9, 0.2, 1.1], [-0.5, 0.0, -0.5], [-0.4, 1.0, -0.7], [0.9, 0.1, -0.6], [-0.6, -1.8, -1.0], [0.9, 0.4, 0.1], [0.0, 0.1, 0.7], [0.2, -0.6, -0.1], [-0.2, 0.9, -0.8], [2.0, -0.8, 0.6], [-0.2, -0.8, 0.2], [0.6, 0.4, 0.3], [2.5, -1.4, -0.2]], "nbo_charge": [-0.64, -0.08, -0.63, -0.35, -0.21, -0.23, -0.42, -0.05, -0.64, -0.64, 0.92, -0.23, 0.24, 0.22, 0.24, 0.25, 0.22, 0.23, 0.25, 0.25, 0.24, 0.22, 0.23, 0.23, 0.22, 0.23, 0.25, 0.22, 0.23, 0.24]}

# 4
{"formula": "C9H18I2N3OP2Tc", "method": "the ωB97M-V functional and the def2-TZVPD basis", "homo_energy_ev": [-19.512, -18.334], "e_tot_ha": -1950.90613, "total_charge": 3, "largest_force_ev_per_a": 7.06, "gap_ev": [5.501, 3.862], "spin_multiplicity": 4, "species": ["I", "I", "Tc", "P", "C", "C", "H", "H", "H", "H", "H", "H", "C", "H", "H", "H", "P", "C", "C", "H", "H", "H", "C", "H", "H", "H", "H", "H", "H", "C", "O", "N", "C", "N", "C", "N"], "xyz": [[-0.258, -0.089, -2.804], [1.390, -1.575, 1.679], [0.223, 0.070, 0.321], [1.930, 1.349, -0.564], [3.161, 0.428, -1.531], [1.572, 2.792, -1.599], [2.399, 3.498, -1.506], [3.372, 3.006, 0.401], [0.654, 3.281, -1.270], [2.276, 2.318, 1.631], [2.671, -0.059, -2.385], [1.457, 2.495, -2.641], [2.915, 2.084, 0.774], [3.926, 1.125, -1.899], [3.698, 1.390, 1.093], [3.636, -0.337, -0.902], [-1.801, -1.704, -0.051], [-1.223, -3.210, -0.890], [-2.430, -2.281, 1.556], [-3.610, -0.216, -0.574], [-4.076, -1.932, -0.777], [-3.062, -1.111, -2.011], [-3.288, -1.192, -0.946], [-2.447, -1.437, 2.254], [-3.450, -2.662, 1.425], [-2.077, -3.893, -1.028], [-0.444, -3.695, -0.284], [-1.783, -3.066, 1.959], [-0.804, -2.932, -1.870], [-1.182, 1.317, -0.179], [-2.016, 2.088, -0.456], [0.002, 1.092, 2.087], [-0.388, 1.482, 3.138], [-0.511, 2.119, 4.223], [-1.411, 2.027, 5.178], [-2.137, 2.049, 6.102]], "forces_ev_per_a": [[0.3, -0.3, 0.5], [1.0, -1.9, 0.5], [-2.2, 0.4, 2.7], [2.5, 1.8, -1.2], [-0.3, -0.6, 0.0], [-0.8, -0.2, 0.1], [0.0, -0.1, -0.1], [-0.1, -0.2, 0.0], [0.1, 0.2, -0.1], [0.3, 0.1, -0.1], [0.4, 0.1, 0.1], [0.0, 0.1, -0.1], [-0.3, -0.2, 0.8], [-0.2, 0.0, 0.1], [-0.1, 0.0, 0.0], [-0.1, 0.1, -0.2], [-0.4, -1.2, 0.2], [0.6, 0.4, -0.1], [0.5, 0.6, 0.4], [-0.2, -0.1, -0.1], [0.2, 0.0, 0.0], [-0.2, 0.0, 0.0], [0.6, 0.9, -0.1], [-0.2, -0.3, 0.1], [0.2, 0.1, -0.1], [0.1, 0.3, 0.1], [-0.2, 0.1, -0.3], [0.0, 0.1, -0.1], [-0.1, -0.4, 0.2], [-4.9, 4.6, -2.1], [3.5, -3.3, 1.4], [0.4, -2.0, -3.7], [0.2, 2.6, 3.3], [-0.8, -2.2, -2.5], [-0.6, 0.6, 1.9], [1.0, -0.2, -1.4]], "nbo_charge": [0.44, 0.42, -0.07, 1.24, -0.96, -0.96, 0.30, 0.30, 0.27, 0.27, 0.26, 0.26, -0.94, 0.30, 0.28, 0.28, 1.27, -0.96, -0.96, 0.28, 0.31, 0.26, -0.96, 0.27, 0.30, 0.31, 0.28, 0.28, 0.26, 0.60, -0.35, -0.49, 0.66, -0.34, 0.36, -0.08]}

Q: Which formula does entry 3 have?
A: C9H18FN2